1.
DFT (ωB97M-V/def2-TZVPD) results for a molecular structure, C17H22Cl2FN3O2 in a non-equilibrium geometry.

Last column: Mulliken charge in e.
CARTESIAN COORDINATES (ANGSTROEM)
C1 -3.11 1.44 -1.77  -1.64
C2 -1.98 1.80 -0.91  1.32
C3 -2.17 1.93 0.51  -0.85
C4 -1.18 2.49 1.33  -0.07
C5 0.19 2.81 0.71  -0.59
C6 0.31 2.63 -0.46  0.81
C7 -0.83 2.29 -1.26  0.09
F1 -0.25 1.96 -2.60  -0.42
H1 1.47 2.71 -0.83  0.27
C8 1.15 3.16 1.80  -0.89
C9 1.98 4.19 1.79  0.67
Cl1 1.84 5.31 0.32  -0.23
Cl2 3.17 4.89 2.52  -0.19
N1 1.28 2.43 3.13  -0.08
C10 1.15 1.19 3.35  0.27
O1 0.98 0.91 4.62  -0.76
N2 0.64 0.39 2.26  -0.06
H2 0.65 0.74 1.44  0.53
C11 0.41 -1.18 2.61  -0.89
C12 0.64 -1.92 1.52  -0.88
H3 0.76 -2.92 1.72  0.65
H4 1.66 -1.66 1.32  0.31
C13 -0.21 -1.74 0.33  0.99
N3 0.26 -2.16 -0.87  0.04
C14 0.69 -3.73 -1.03  -0.39
C15 1.11 -4.17 -2.38  -1.08
O2 0.42 -3.47 -3.65  -0.32
C16 0.52 -2.28 -3.35  -0.82
C17 -0.38 -1.58 -2.14  -0.50
H5 -0.33 -0.59 -2.19  0.31
H6 -1.25 -2.07 -2.17  0.37
H7 0.05 -1.79 -4.39  0.30
H8 1.46 -1.81 -3.42  0.49
H9 1.07 -5.08 -2.55  0.59
H10 2.14 -3.68 -2.35  0.31
H11 0.98 -4.18 -0.06  0.40
H12 -0.46 -4.08 -1.13  0.27
H13 -1.42 -2.13 0.53  0.03
H14 -0.33 -0.61 0.13  -0.90
H15 0.81 -1.34 3.72  0.38
H16 -0.93 -1.11 2.73  0.22
H17 1.58 3.09 4.02  0.38
H18 -1.41 2.78 2.47  0.24
H19 -3.24 2.08 0.84  0.24
H20 -3.86 1.44 -1.19  0.57
H21 -3.16 2.11 -2.71  0.31
H22 -2.84 0.52 -2.33  0.20

- Orbital gap: 8.27 eV
- LUMO level: 0.13 eV
- Total charge: 0
- Energy above the lowest of the compared OMol25 structures with the same formula, charge and spin: 1452.64 kJ/mol

***

2.
DFT (ωB97M-V/def2-TZVPD) results for a single C5H7NO molecule.

Last column: Mulliken charge in e.
CARTESIAN COORDINATES (ANGSTROEM)
C1 -1.79 -0.13 -0.27  -1.07
C2 -0.64 0.23 -1.17  -0.01
C3 0.57 0.65 -0.80  -0.27
C4 1.01 0.85 0.63  -0.66
N1 1.57 -0.35 1.23  -0.36
C5 1.35 -1.54 1.15  0.68
O1 1.23 -2.71 1.17  -0.47
H1 -2.66 0.50 -0.49  0.32
H2 -2.10 -1.16 -0.45  0.27
H3 -1.55 -0.03 0.79  0.29
H4 -0.83 0.12 -2.24  0.34
H5 1.32 0.83 -1.57  0.34
H6 0.19 1.19 1.26  0.31
H7 1.79 1.62 0.68  0.29

- SMILES: C/C=C\CN=C=O
- Orbital gap: 10.66 eV
- LUMO level: 0.84 eV
- Total charge: 0
- Energy above the lowest of the compared OMol25 structures with the same formula, charge and spin: 76.08 kJ/mol

***

3.
DFT (ωB97M-V/def2-TZVPD) results for a gas-phase ion, C7H12N (charge +1) in a non-equilibrium geometry.

Last column: Mulliken charge in e.
CARTESIAN COORDINATES (ANGSTROEM)
C1 1.60 -0.98 -0.88  -0.39
C2 1.05 -0.19 0.20  0.26
C3 -0.24 0.76 0.08  0.56
C4 -0.43 1.55 1.33  -1.34
C5 1.23 -2.26 -0.30  -0.50
C6 -2.05 1.37 -1.43  -0.75
C7 0.74 -1.51 0.95  -0.81
N1 -0.89 0.72 -0.96  -0.29
H1 1.77 0.50 0.64  0.54
H2 0.24 2.41 1.30  0.33
H3 -0.19 0.96 2.22  0.36
H4 -1.45 1.90 1.40  0.40
H5 2.12 -0.70 -1.78  0.40
H6 0.47 -2.79 -0.87  0.32
H7 2.05 -2.97 -0.18  0.33
H8 -1.77 1.98 -2.28  0.28
H9 -2.54 1.99 -0.67  0.31
H10 -2.74 0.60 -1.79  0.28
H11 1.36 -1.67 1.83  0.33
H12 -0.31 -1.67 1.21  0.36

- Orbital gap: 6.59 eV
- LUMO level: -6.62 eV
- Total charge: +1
- Energy above the lowest of the compared OMol25 structures with the same formula, charge and spin: 359.01 kJ/mol

***

4.
DFT (ωB97M-V/def2-TZVPD) results for a single C28H30N6O4 molecule in a non-equilibrium geometry.

Last column: Mulliken charge in e.
CARTESIAN COORDINATES (ANGSTROEM)
C1 -4.63 -5.20 -1.10  -0.88
O1 -4.33 -4.19 -0.17  -0.45
C2 -3.10 -3.60 -0.24  0.93
C3 -2.13 -3.87 -1.19  -0.74
C4 -0.93 -3.19 -1.17  -0.44
C5 -0.66 -2.23 -0.20  -1.07
C6 0.65 -1.49 -0.25  0.42
C7 1.34 -1.30 1.12  -0.11
O2 0.76 -1.31 2.19  -0.69
N1 2.66 -1.10 0.98  -0.07
C8 3.51 -0.74 2.09  -0.30
C9 3.42 0.77 2.37  -1.03
C10 3.86 1.59 1.15  0.06
C11 5.03 0.94 0.40  -0.62
C12 5.82 0.02 1.33  -0.84
C13 4.96 -1.15 1.80  -0.91
N2 0.50 -0.15 -0.84  0.62
C14 1.54 0.36 -1.55  0.68
O3 2.58 -0.27 -1.72  -0.77
C15 1.37 1.69 -2.15  -0.03
C16 2.36 2.46 -2.72  -0.46
C17 1.72 3.64 -3.17  -0.76
C18 0.40 3.49 -2.85  -0.48
O4 0.18 2.32 -2.24  -0.14
C19 -0.61 0.62 -0.42  -1.40
C20 -0.45 1.60 0.56  0.51
C21 -1.55 2.30 1.00  -0.77
C22 -2.81 2.01 0.49  0.19
N3 -3.89 2.75 1.00  0.50
C23 -5.14 2.37 1.39  -0.08
N4 -5.77 3.43 1.83  -0.38
N5 -4.92 4.44 1.71  -0.49
N6 -3.81 4.07 1.24  -0.33
C24 -2.99 1.06 -0.51  1.23
C25 -4.32 0.75 -1.12  -1.97
C26 -1.86 0.37 -0.95  -0.52
C27 -1.63 -1.96 0.76  0.04
C28 -2.83 -2.64 0.74  -0.90
H1 -4.64 -4.83 -2.13  0.34
H2 -5.63 -5.55 -0.84  0.25
H3 -3.93 -6.04 -1.02  0.35
H4 -2.30 -4.61 -1.96  0.43
H5 -0.18 -3.42 -1.92  0.42
H6 1.34 -2.02 -0.91  0.86
H7 3.03 -0.98 0.05  0.34
H8 3.12 -1.27 2.96  0.47
H9 4.06 1.00 3.22  0.44
H10 2.40 1.02 2.65  0.54
H11 4.14 2.59 1.49  0.60
H12 3.02 1.71 0.46  -0.41
H13 4.65 0.35 -0.44  0.09
H14 5.68 1.71 -0.01  0.53
H15 6.17 0.60 2.18  0.31
H16 6.70 -0.36 0.81  0.47
H17 4.95 -1.93 1.04  0.29
H18 5.41 -1.58 2.70  0.34
H19 3.39 2.20 -2.79  0.60
H20 2.18 4.47 -3.65  0.49
H21 -0.44 4.13 -3.00  0.50
H22 0.53 1.80 0.97  0.39
H23 -1.46 3.06 1.75  0.52
H24 -5.52 1.38 1.36  0.47
H25 -4.98 1.61 -1.13  0.51
H26 -4.81 -0.05 -0.56  0.28
H27 -4.19 0.40 -2.14  0.45
H28 -1.97 -0.36 -1.74  0.55
H29 -1.44 -1.24 1.53  0.53
H30 -3.59 -2.44 1.48  0.49

- SMILES: COc1ccc([C@H](C(=O)NC2CCCCC2)N(C(=O)c2ccco2)c2ccc(-n3cnnn3)c(C)c2)cc1
- Orbital gap: 9.06 eV
- LUMO level: 0.35 eV
- Total charge: 0
- Energy above the lowest of the compared OMol25 structures with the same formula, charge and spin: 25.00 kJ/mol

***

5.
DFT (ωB97M-V/def2-TZVPD) results for 5 unconnected molecules or ions with the total composition C33H44ClN5O9P in a non-equilibrium geometry.

Last column: Mulliken charge in e.
CARTESIAN COORDINATES (ANGSTROEM)
O1 0.60 -4.74 0.12  -0.65
C1 -0.39 -5.02 -0.77  0.08
O2 -0.57 -6.39 -1.34  -0.73
C2 -1.48 -3.84 -1.20  0.71
C3 -1.45 -3.11 -2.50  0.58
C4 -0.26 -3.38 -3.64  -0.94
C5 1.25 -3.04 -3.05  -0.37
C6 1.77 -1.51 -3.43  -0.52
C7 1.88 -0.66 -2.01  0.21
C8 3.28 -0.39 -1.19  -0.58
C9 3.18 0.45 0.24  -0.21
C10 1.72 1.01 0.83  -0.42
C11 0.33 0.76 0.01  -0.45
C12 0.45 -0.09 -1.41  -0.27
C13 -2.65 -2.01 -2.76  0.21
O3 -2.70 -1.43 -3.99  -0.66
C14 -3.80 -1.59 -1.63  0.17
C15 -4.85 -0.41 -2.09  -0.12
C16 -5.81 -0.48 -3.46  -0.42
C17 -6.76 0.82 -3.73  -0.18
N1 -6.96 2.06 -2.93  -0.49
C18 -6.14 2.19 -1.70  -0.26
C19 -5.10 1.02 -1.28  0.03
C20 -3.80 -2.29 -0.31  0.62
P1 -5.05 -1.82 1.05  0.30
O4 -5.21 -3.08 2.26  -0.44
Cl1 -4.06 -0.22 2.13  -0.30
C21 -2.66 -3.50 -0.08  0.23
O5 -2.65 -4.21 1.08  -0.62
H1 -0.33 -4.50 -4.01  0.40
H2 -0.44 -2.71 -4.61  0.23
H3 2.04 -3.81 -3.48  0.32
H4 1.33 -3.12 -1.88  0.33
H5 2.86 -1.60 -3.89  0.28
H6 1.07 -0.95 -4.18  0.32
H7 4.32 -0.79 -1.60  0.20
H8 4.15 0.68 0.89  0.47
H9 1.64 1.62 1.84  0.32
H10 -0.74 1.10 0.34  0.34
H11 -0.55 -0.30 -1.99  0.25
H12 -5.78 -1.42 -4.19  0.26
H13 -7.40 0.75 -4.73  0.26
H14 -6.27 3.18 -1.04  0.28
H15 -4.45 1.20 -0.30  0.00
H16 -4.47 -2.89 2.93  0.31
C22 5.20 0.83 4.84  -1.49
C23 5.10 1.77 3.67  0.84
O6 4.57 1.43 2.61  -0.65
N2 5.61 3.02 3.80  -0.05
C24 6.26 3.60 4.95  -0.95
H17 4.75 -0.13 4.59  0.30
H18 6.25 0.67 5.09  0.38
H19 4.67 1.25 5.70  0.41
H20 5.50 3.59 2.97  0.20
H21 5.70 4.49 5.26  0.32
H22 7.27 3.91 4.66  0.29
H23 6.33 2.91 5.79  0.34
C25 -2.16 5.99 1.04  -1.36
C26 -1.59 4.63 0.76  0.88
O7 -2.07 3.88 -0.08  -0.63
N3 -0.49 4.24 1.47  0.03
C27 0.21 4.98 2.50  -0.92
H24 -3.03 6.16 0.40  0.27
H25 -2.49 6.05 2.09  0.37
H26 -1.42 6.77 0.84  0.37
H27 -0.16 3.32 1.23  0.02
H28 1.25 5.10 2.17  0.28
H29 0.19 4.38 3.41  0.28
H30 -0.22 5.96 2.68  0.37
C28 9.03 4.60 0.19  -1.40
C29 8.05 3.74 0.94  0.92
O8 8.21 3.44 2.12  -0.64
N4 6.95 3.28 0.27  -0.02
C30 6.59 3.52 -1.11  -0.92
H31 9.84 4.89 0.86  0.29
H32 9.44 4.04 -0.65  0.38
H33 8.53 5.51 -0.16  0.36
H34 6.34 2.71 0.84  0.07
H35 5.61 4.01 -1.12  0.29
H36 6.52 2.55 -1.61  0.29
H37 7.32 4.15 -1.63  0.38
C31 -5.29 -5.35 -0.21  -0.22
C32 -6.68 -5.42 -0.79  0.53
O9 -7.22 -4.44 -1.30  -0.70
N5 -7.33 -6.61 -0.73  -0.15
C33 -6.87 -7.86 -0.17  -0.81
H38 -4.89 -4.34 -0.33  -0.78
H39 -5.31 -5.59 0.85  0.44
H40 -4.63 -6.04 -0.75  0.55
H41 -8.26 -6.58 -1.13  0.25
H42 -6.88 -8.61 -0.97  0.27
H43 -7.56 -8.16 0.62  0.26
H44 -5.86 -7.78 0.24  0.34

- Orbital gap: 5.39 eV
- LUMO level: 0.45 eV
- Total charge: -1

***

6.
DFT (ωB97M-V/def2-TZVPD) results for a single C5H3N3 molecule in a non-equilibrium geometry.

Last column: Mulliken charge in e.
CARTESIAN COORDINATES (ANGSTROEM)
H1 3.29 -0.55 0.15  0.31
N1 2.25 -1.06 0.08  -0.58
C1 1.17 -0.27 -0.06  0.40
C2 -0.15 -0.85 -0.23  -0.20
C3 -0.98 0.15 -0.15  0.42
C4 -2.48 -0.19 -0.19  0.13
N2 -3.60 -0.41 0.20  -0.42
C5 -0.14 1.45 -0.03  -0.34
N3 1.13 1.23 0.01  -0.50
H2 -0.01 -1.94 0.11  0.32
H3 -0.48 2.44 0.11  0.46

- SMILES: [H]/N=C1/C=C(C#N)C=N1
- Orbital gap: 9.18 eV
- LUMO level: -1.58 eV
- Total charge: 0
- Energy above the lowest of the compared OMol25 structures with the same formula, charge and spin: 258.05 kJ/mol

***

Respective total energy values: -1995.45272, -324.69549, -328.29204, -1714.46078, -3035.66297, -356.47377 Eh.